(1)
C4H10N2O2 | ωB97M-V with the def2-TZVPD basis set

Each line ends with the natural charge from an NBO analysis.
Positions of all 18 atoms, in Å:
O  -1.63010  2.16432  1.60410  -0.57
C  -0.67355  1.77280  1.00690  0.79
O  0.18044  2.63320  0.39080  -0.70
C  -0.33809  0.29752  0.77850  -0.15
C  -0.55256  -0.03556  -0.68566  -0.43
C  -0.42370  -1.49980  -1.15688  -0.21
N  0.97439  -1.98784  -1.17476  -0.83
N  1.04727  0.16869  1.32999  -0.84
H  -0.95094  -0.25208  1.48551  0.22
H  0.14047  0.50801  -1.33470  0.22
H  -1.56577  0.28226  -0.93579  0.22
H  -0.72413  -1.56176  -2.20243  0.19
H  -1.15411  -2.11359  -0.60962  0.17
H  1.40302  -1.64369  -0.33157  0.34
H  1.00395  -2.99253  -1.18795  0.36
H  1.43806  1.08040  1.50074  0.37
H  0.07762  3.49440  0.74584  0.50
H  1.74772  -0.31476  0.77698  0.35

## Properties
frontier orbital gap	10.34	eV
HOMO energy	-9.64	eV
net charge	0
structure (SMILES)	NCC[C@@H](N)C(=O)O

***

(2)
C4H7NO | ωB97M-V with the def2-TZVPD basis set

Each line ends with the natural charge from an NBO analysis.
Positions of all 13 atoms, in Å:
C  2.07753  -0.49741  0.27917  -0.69
C  0.65289  0.06203  0.34644  0.47
O  0.35691  0.87932  1.23225  -0.66
C  -0.24367  -0.39305  -0.67407  -0.38
C  -2.14448  0.55608  0.33540  -0.05
N  -1.45868  0.28586  -0.73773  -0.39
H  2.53901  -0.32123  -0.69940  0.22
H  2.04042  -1.58112  0.44750  0.22
H  2.66364  -0.02222  1.06945  0.23
H  0.06066  -1.00029  -1.52086  0.20
H  -2.87560  1.36084  0.33621  0.20
H  -1.92769  -0.05593  1.20066  0.22
H  -1.74095  0.72711  -1.61503  0.40

## Properties
frontier orbital gap (spin up / spin down)	7.91 / 7.91	eV
HOMO energy (spin up / spin down)	-7.54 / -7.54	eV
net charge	0

***

(3)
C6H9N2O | ωB97M-V with the def2-TZVPD basis set

Each line ends with the natural charge from an NBO analysis.
Positions of all 18 atoms, in Å:
C  0.01228  0.79652  -0.40642  0.72
C  -1.41810  -1.10616  -0.03194  0.67
C  -2.05279  0.04318  -0.00399  -0.15
C  -3.43721  0.35084  0.46154  -0.62
C  3.33754  -0.18953  0.40818  -0.61
C  2.20847  -0.44681  -0.57509  -0.25
N  -1.20589  1.14807  -0.38227  -0.56
N  1.08718  0.35570  -0.30074  -0.23
O  -0.87013  -2.12611  -0.06206  -0.38
H  -3.41146  0.99366  1.34182  0.24
H  -3.99242  0.85831  -0.32748  0.24
H  -3.95706  -0.56876  0.71390  0.26
H  4.16146  -0.86401  0.18360  0.24
H  3.70049  0.83053  0.32262  0.23
H  3.01599  -0.36960  1.43052  0.23
H  2.53195  -0.26762  -1.60516  0.25
H  1.86142  -1.48552  -0.49819  0.26
H  -1.57175  2.04731  -0.66883  0.47

## Properties
frontier orbital gap	9.10	eV
HOMO energy	-13.01	eV
net charge	+1
structure (SMILES)	CC[N+]#CNC(C)=C=O

***

Energy
In order: -11385.1817; -7797.0374; -11386.2513
Unit: eV
Relative energy (zero: lowest compared OMol25 entry of this formula, charge and spin)
In order: 39.7; 60.1; 48.0
Unit: kcal per mole